No. 1
{
  "formula": "C21H28N4O5",
  "method": "wB97M-V/def2-TZVPD",
  "symbols": ["C", "H", "O", "C", "C", "C", "C", "C", "C", "O", "C", "H", "H", "H", "H", "C", "N", "C", "H", "H", "C", "N", "C", "O", "C", "C", "H", "C", "O", "N", "C", "H", "H", "H", "C", "C", "C", "C", "N", "O", "C", "H", "H", "H", "H", "H", "H", "H", "H", "H", "H", "H", "H", "H", "H", "H", "H", "H"],
  "positions_angstrom": [[6.213, 2.785, 1.094], [6.904, 1.965, 1.317], [4.900, 2.478, 1.483], [4.292, 1.398, 0.912], [4.856, 0.579, -0.050], [4.146, -0.492, -0.576], [2.860, -0.766, -0.146], [2.298, 0.037, 0.846], [2.986, 1.117, 1.372], [2.498, 1.956, 2.324], [1.216, 1.691, 2.846], [1.192, 0.733, 3.375], [0.449, 1.683, 2.067], [1.015, 2.498, 3.548], [1.311, -0.198, 1.210], [2.041, -1.876, -0.757], [1.246, -1.499, -1.925], [2.007, -1.058, -3.071], [1.510, -1.437, -3.974], [3.009, -1.481, -3.026], [2.064, 0.473, -3.174], [0.706, 0.928, -3.338], [-0.315, 0.295, -2.728], [-1.479, 0.521, -3.002], [0.110, -0.640, -1.600], [-1.089, -1.484, -1.147], [-1.931, -1.257, -1.808], [-1.511, -1.183, 0.274], [-0.902, -0.418, 1.004], [-2.616, -1.838, 0.706], [-3.425, -2.685, -0.139], [-3.901, -2.118, -0.943], [-2.823, -3.480, -0.581], [-4.205, -3.140, 0.469], [-3.161, -1.500, 2.008], [-4.402, -0.684, 1.869], [-4.639, 0.528, 1.290], [-6.038, 0.717, 1.451], [-6.561, -0.307, 2.071], [-5.561, -1.185, 2.332], [-6.852, 1.874, 1.009], [-6.756, 2.008, -0.067], [-6.503, 2.783, 1.496], [-7.894, 1.706, 1.263], [-3.933, 1.182, 0.823], [-3.389, -2.411, 2.569], [-2.391, -0.925, 2.532], [-0.844, -2.542, -1.249], [0.373, 0.050, -0.780], [0.472, 1.564, -4.085], [2.504, 0.890, -2.260], [2.663, 0.788, -4.029], [1.343, -2.265, -0.012], [2.695, -2.694, -1.075], [4.619, -1.116, -1.320], [5.859, 0.761, -0.403], [6.273, 3.029, 0.027], [6.495, 3.660, 1.677]],
  "forces_ev_per_a": [[0.2, 0.0, -0.1], [0.0, 0.0, 0.0], [-0.4, -0.3, 0.0], [-0.1, 0.2, 0.1], [0.1, 0.2, 0.1], [-0.2, -0.2, 0.1], [0.2, -0.1, 0.0], [0.1, 0.2, 0.2], [0.1, 0.2, 0.1], [0.4, -0.1, -0.3], [-0.3, 0.0, 0.1], [0.0, 0.0, 0.0], [0.0, 0.0, 0.0], [0.0, -0.1, 0.0], [-0.1, 0.0, 0.0], [0.0, 0.0, -0.1], [0.0, -0.1, -0.1], [0.1, 0.2, -0.3], [0.2, 0.1, 0.0], [0.0, 0.0, 0.0], [0.3, -0.4, 0.3], [0.0, 0.3, -0.3], [0.1, 0.1, -0.1], [-0.3, 0.0, 0.0], [-0.4, -0.3, 0.3], [0.2, 0.4, 0.0], [0.0, -0.1, 0.0], [-0.1, -0.4, -0.2], [0.2, 0.4, 0.2], [-0.1, 0.0, 0.4], [0.0, -0.1, -0.4], [-0.1, -0.1, 0.0], [-0.1, 0.0, 0.0], [0.0, 0.0, 0.0], [0.1, 0.0, 0.2], [-0.1, 0.7, -0.3], [0.0, -0.7, 0.4], [0.4, -0.4, 0.1], [-1.1, 0.6, -0.1], [0.8, -0.3, 0.0], [-0.1, 0.0, 0.0], [0.0, 0.0, 0.0], [0.0, 0.1, 0.0], [-0.1, 0.1, 0.0], [0.2, 0.1, -0.1], [0.0, 0.1, 0.0], [-0.2, -0.2, 0.0], [0.0, 0.0, 0.0], [-0.1, -0.1, -0.2], [-0.1, -0.1, 0.1], [0.1, 0.0, -0.2], [0.0, 0.0, 0.0], [0.1, -0.1, 0.0], [0.0, 0.0, 0.1], [0.0, -0.1, -0.1], [0.1, 0.1, 0.0], [0.0, 0.0, 0.0], [0.0, -0.1, -0.1]],
  "e_above_lowest_kj_mol": 444.8,
  "total_energy_ev": -38428.0432,
  "smiles": "COc1ccc(CN2CCNC(=O)[C@H]2CC(=O)N(C)Cc2cc(C)no2)cc1OC",
  "lumo_ev": 0.686,
  "homo_ev": -7.94,
  "charge": 0
}


No. 2
{
  "formula": "C15H26F6N5NaO5S2Si2",
  "method": "wB97M-V/def2-TZVPD",
  "symbols": ["Na", "C", "Si", "C", "C", "N", "C", "C", "C", "C", "C", "C", "N", "Si", "C", "C", "C", "H", "H", "H", "H", "H", "H", "H", "H", "H", "H", "H", "H", "H", "H", "H", "H", "H", "H", "H", "H", "H", "H", "F", "C", "F", "F", "S", "O", "O", "N", "S", "O", "O", "C", "F", "F", "F", "N", "C", "N", "O", "H", "H", "H", "H"],
  "positions_angstrom": [[0.237, -0.014, -0.016], [3.038, -1.478, 3.570], [2.452, 0.049, 2.592], [3.121, 1.541, 3.562], [3.436, -0.015, 0.983], [0.829, 0.125, 2.197], [-0.240, 0.190, 3.045], [-0.132, 0.068, 4.446], [-1.219, 0.123, 5.317], [-2.491, 0.300, 4.805], [-2.640, 0.428, 3.421], [-1.573, 0.402, 2.516], [-1.760, 0.556, 1.144], [-2.838, 1.656, 0.468], [-4.635, 1.046, 0.271], [-2.964, 3.291, 1.418], [-2.276, 2.068, -1.284], [4.131, -1.507, 3.633], [2.704, -2.385, 3.057], [2.638, -1.504, 4.587], [4.184, 1.428, 3.801], [2.571, 1.686, 4.495], [3.000, 2.449, 2.963], [4.515, 0.008, 1.164], [3.190, 0.833, 0.336], [3.216, -0.928, 0.421], [0.859, -0.077, 4.866], [-1.056, 0.020, 6.386], [-3.361, 0.336, 5.453], [-3.638, 0.559, 3.012], [-5.091, 0.861, 1.248], [-4.648, 0.105, -0.287], [-5.267, 1.762, -0.265], [-3.304, 3.139, 2.444], [-3.646, 3.989, 0.922], [-1.973, 3.751, 1.464], [-2.119, 1.165, -1.878], [-1.321, 2.602, -1.250], [-2.998, 2.703, -1.808], [3.908, -0.101, -4.611], [3.295, 0.716, -3.745], [4.154, 0.999, -2.765], [3.014, 1.859, -4.392], [1.728, -0.028, -3.119], [1.263, 0.940, -2.161], [0.970, -0.277, -4.306], [2.358, -1.273, -2.400], [1.888, -2.762, -2.382], [1.524, -3.195, -1.065], [1.087, -3.212, -3.490], [3.523, -3.565, -2.668], [4.411, -3.247, -1.724], [4.039, -3.226, -3.855], [3.371, -4.901, -2.657], [-2.199, -1.896, -0.131], [-1.509, -2.061, -1.272], [-1.638, -3.284, -1.924], [-0.820, -1.166, -1.769], [-2.684, -2.672, 0.281], [-2.083, -0.994, 0.415], [-1.757, -4.077, -1.313], [-0.889, -3.415, -2.593]],
  "forces_ev_per_a": [[0.0, 0.2, -0.1], [0.0, 0.0, 0.0], [0.1, -0.1, 0.0], [0.0, 0.0, 0.0], [0.0, 0.0, 0.0], [-0.1, 0.0, 0.0], [0.0, 0.0, 0.0], [0.0, 0.0, 0.0], [0.0, 0.0, 0.0], [0.0, 0.0, 0.0], [0.0, 0.0, 0.0], [-0.1, 0.0, -0.1], [0.0, -0.1, 0.1], [0.0, 0.0, -0.1], [0.0, 0.0, 0.0], [0.0, 0.0, 0.0], [0.0, 0.1, 0.1], [0.0, 0.0, 0.0], [0.0, 0.0, 0.0], [0.0, 0.0, 0.0], [0.0, 0.0, 0.0], [0.0, 0.0, 0.0], [0.0, 0.0, 0.0], [0.0, 0.0, 0.0], [0.0, 0.0, 0.0], [0.0, 0.0, 0.0], [0.0, 0.0, 0.0], [0.0, 0.0, 0.0], [0.0, 0.0, 0.0], [0.0, 0.0, 0.0], [0.0, 0.0, 0.0], [0.0, 0.0, 0.0], [0.0, 0.0, 0.0], [0.0, 0.0, 0.0], [0.0, 0.0, 0.0], [0.0, 0.0, 0.0], [0.0, 0.0, 0.0], [0.0, 0.0, 0.0], [0.0, 0.0, 0.0], [0.0, 0.0, 0.0], [0.0, 0.1, 0.0], [0.0, 0.0, 0.0], [0.0, 0.0, 0.0], [0.1, 0.0, 0.1], [0.0, -0.1, -0.1], [0.0, 0.0, 0.0], [-0.1, -0.1, 0.0], [0.1, 0.1, -0.1], [0.0, -0.1, 0.0], [0.0, 0.0, 0.0], [0.0, 0.0, 0.0], [0.0, 0.0, 0.0], [0.0, 0.0, 0.0], [0.0, 0.0, 0.0], [0.0, -0.1, 0.1], [0.0, -0.1, -0.1], [0.0, 0.1, 0.0], [0.0, -0.1, 0.1], [0.0, 0.0, 0.0], [0.0, 0.0, 0.0], [0.0, 0.0, 0.0], [0.0, 0.0, 0.0]],
  "e_above_lowest_kj_mol": 0.0,
  "total_energy_ev": -91819.2179,
  "lumo_ev": 4.032,
  "homo_ev": -0.47,
  "charge": -2
}


No. 3
{
  "formula": "C4H11FN3",
  "method": "wB97M-V/def2-TZVPD",
  "symbols": ["C", "C", "C", "C", "N", "N", "N", "F", "H", "H", "H", "H", "H", "H", "H", "H", "H", "H", "H"],
  "positions_angstrom": [[-1.647, 0.331, -0.372], [0.372, 1.996, -0.306], [0.646, -0.633, -0.257], [-0.305, 0.595, 0.156], [-2.263, -0.713, -0.025], [2.009, -0.277, -0.088], [0.119, -1.764, 0.504], [-0.414, 0.649, 1.572], [-1.892, 1.187, -0.923], [0.852, 1.807, -1.195], [-0.421, 2.805, -0.301], [1.189, 2.440, 0.308], [0.459, -0.810, -1.268], [-3.173, -0.981, -0.289], [2.413, 0.194, 0.682], [2.498, -1.170, -0.109], [-1.545, -1.370, 0.492], [0.674, -1.699, 1.396], [0.431, -2.585, 0.024]],
  "forces_ev_per_a": [[0.5, 0.8, 0.7], [-2.4, 0.0, 2.5], [-1.4, 2.7, 2.4], [4.1, 1.2, 1.1], [2.0, -0.4, 0.8], [0.8, -2.0, -1.3], [1.3, 0.5, 1.5], [0.0, -0.5, -0.9], [-1.9, 0.5, -1.4], [0.6, -0.1, -2.5], [0.8, -0.9, -0.5], [-0.7, -1.1, 0.3], [-0.2, -0.4, -1.9], [-1.3, -0.2, -0.5], [-0.6, 0.8, 1.2], [0.5, 0.3, -0.4], [-0.8, 0.0, -0.4], [-1.2, -0.5, -0.8], [0.0, -0.9, 0.0]],
  "e_above_lowest_kj_mol": 189.5,
  "total_energy_ev": -11506.2738,
  "smiles": "C[C@@](F)(C=[NH2+])C(N)N",
  "lumo_ev": -4.967,
  "homo_ev": -13.79,
  "charge": 1
}


No. 4
{
  "formula": "C26H23IN4O4STi",
  "method": "wB97M-V/def2-TZVPD",
  "symbols": ["Ti", "C", "C", "N", "C", "C", "C", "O", "C", "C", "N", "C", "C", "C", "C", "C", "C", "I", "C", "O", "H", "H", "H", "H", "H", "H", "H", "H", "H", "H", "H", "H", "C", "C", "C", "C", "C", "C", "C", "S", "O", "O", "N", "C", "C", "C", "C", "C", "N", "H", "H", "H", "H", "H", "H", "H", "H", "H", "H", "H"],
  "positions_angstrom": [[0.007, -0.200, -0.422], [-3.617, -2.360, -1.292], [-3.414, -2.051, 0.163], [-4.463, -2.170, 0.982], [-4.264, -1.895, 2.279], [-3.071, -1.470, 2.824], [-2.985, -1.102, 4.273], [-2.940, 0.319, 4.483], [-1.960, -1.303, 1.960], [-0.724, -0.768, 2.435], [0.304, -0.350, 1.618], [1.373, 0.306, 2.234], [1.263, 0.989, 3.456], [2.344, 1.637, 4.034], [3.584, 1.646, 3.415], [3.726, 0.991, 2.200], [2.643, 0.338, 1.636], [2.918, -0.617, -0.170], [-2.166, -1.659, 0.621], [-1.110, -1.619, -0.238], [-4.665, -2.599, -1.457], [-2.999, -3.201, -1.611], [-3.335, -1.507, -1.914], [-5.127, -2.009, 2.929], [-2.113, -1.569, 4.742], [-3.867, -1.459, 4.802], [-2.426, 0.688, 3.757], [-0.570, -0.717, 3.505], [0.299, 1.026, 3.948], [2.205, 2.150, 4.978], [4.430, 2.148, 3.864], [4.683, 0.983, 1.695], [-1.752, 0.274, -8.713], [-1.300, 0.297, -7.278], [-0.244, 1.104, -6.876], [0.190, 1.114, -5.556], [-0.449, 0.297, -4.640], [-1.515, -0.521, -5.009], [-1.927, -0.511, -6.327], [0.077, 0.356, -2.986], [1.142, 1.330, -2.895], [0.424, -0.996, -2.524], [-1.167, 0.744, -2.056], [-1.095, 1.976, -1.349], [-1.610, 3.197, -1.762], [-1.477, 4.263, -0.898], [-0.849, 4.102, 0.335], [-0.371, 2.850, 0.667], [-0.508, 1.821, -0.167], [-1.435, 1.173, -9.241], [-2.837, 0.200, -8.788], [-1.330, -0.585, -9.240], [0.250, 1.737, -7.603], [1.011, 1.741, -5.240], [-2.009, -1.151, -4.280], [-2.755, -1.142, -6.630], [-2.093, 3.273, -2.725], [-1.862, 5.236, -1.181], [-0.734, 4.924, 1.025], [0.127, 2.649, 1.607]],
  "forces_ev_per_a": [[0.5, -1.5, 0.1], [0.0, 0.0, 0.0], [-0.3, -0.2, 0.0], [0.2, 0.1, 0.1], [-0.1, -0.1, -0.1], [-0.1, 0.0, 0.0], [0.0, 0.1, 0.1], [0.0, -0.2, 0.0], [0.2, 0.2, 0.5], [0.0, 0.0, -0.3], [0.0, 0.1, 0.5], [-0.1, -0.1, 0.0], [0.0, 0.1, 0.1], [-0.1, 0.0, 0.0], [0.0, 0.0, 0.0], [-0.1, 0.1, 0.1], [0.1, 0.2, 0.4], [0.0, -0.2, -0.4], [0.7, 0.0, -0.3], [-1.0, -0.3, 0.4], [0.0, 0.0, 0.0], [0.0, 0.0, 0.0], [0.0, 0.0, 0.0], [0.0, 0.0, 0.0], [0.0, 0.0, 0.0], [0.0, 0.0, 0.0], [0.0, 0.0, 0.0], [0.0, 0.0, 0.0], [0.0, 0.0, 0.0], [0.0, 0.0, 0.0], [0.0, 0.0, 0.0], [0.0, 0.0, 0.0], [0.0, 0.0, 0.0], [-0.1, 0.0, 0.0], [0.1, 0.1, 0.0], [-0.1, -0.1, -0.2], [-0.2, -0.1, -0.3], [0.1, 0.1, 0.0], [-0.1, -0.1, -0.1], [-0.1, 0.5, -0.3], [0.0, 0.0, 0.0], [0.0, 0.3, -0.1], [0.5, 0.6, 0.5], [-0.3, -0.2, -0.9], [0.0, -0.2, 0.0], [-0.1, 0.3, 0.0], [0.1, -0.2, 0.0], [-0.1, 0.3, 0.2], [0.1, 0.4, 0.1], [0.0, 0.0, 0.0], [0.0, 0.0, 0.0], [0.0, 0.0, 0.0], [0.0, 0.0, 0.0], [0.0, 0.0, 0.0], [0.0, 0.0, 0.0], [0.0, 0.0, 0.0], [0.0, 0.0, 0.0], [0.0, 0.0, 0.0], [0.0, 0.0, 0.0], [0.0, 0.0, 0.0]],
  "multiplicity": 3,
  "total_energy_ev": -83537.8753,
  "lumo_ev": [-0.107, -0.160],
  "homo_ev": [-5.79, -8.04],
  "charge": 0,
  "s2": 2.03
}